P | ORCA calculation (ωB97M-V with the def2-TZVPD basis set) on 2 unconnected molecules or ions with the total composition C3H12NS.

Atoms and positions in Å:
C: -1.304 0.655 2.178
N: -0.100 -0.066 1.645
H: -1.123 1.041 3.179
H: -1.475 1.518 1.537
H: -2.198 0.043 2.228
H: -0.147 -0.110 0.610
H: -0.028 -0.993 2.047
H: 0.657 0.542 1.949
C: 1.387 -1.155 -1.455
C: 0.638 0.154 -1.857
S: -1.156 0.095 -1.419
H: 1.781 -1.045 -0.450
H: 2.156 -1.272 -2.205
H: 0.657 -1.960 -1.501
H: 1.095 1.075 -1.496
H: 0.666 0.245 -2.942
H: -1.509 1.235 -2.047

Calculated values
* charge: +1
* multiplicity: 1

Q | ORCA calculation (ωB97M-V with the def2-TZVPD basis set) on 2 unconnected molecules or ions with the total composition C3H12NS.

Atoms and positions in Å:
C: -2.457 1.795 0.736
N: -1.643 1.423 -0.494
H: -1.922 2.610 1.331
H: -2.342 0.936 1.358
H: -3.369 2.287 0.305
H: -1.077 2.290 -0.779
H: -1.044 0.558 -0.309
H: -2.289 1.263 -1.310
C: 2.232 -0.579 -0.862
S: 0.465 -0.828 -0.366
C: 1.058 -1.399 1.275
H: 2.281 -0.325 -2.073
H: 2.563 0.394 -0.369
H: 2.829 -1.397 -0.369
H: 1.840 -2.082 0.991
H: 0.066 -1.621 1.841
H: 1.525 -0.516 1.804

Calculated values
* charge: +1
* multiplicity: 1

Preferred: P; penalty for the next structure: 1.318 eV.

P | ORCA calculation (ωB97M-V with the def2-TZVPD basis set) on C8H13N in the gas phase.

Atoms and positions in Å:
C: -2.314 -1.287 -0.014
C: -0.879 -0.612 -0.051
C: 0.162 -1.287 -0.489
C: 1.543 -0.754 -0.499
C: 1.404 0.834 -0.685
C: 0.443 1.483 0.369
C: -0.910 1.922 -0.233
C: -0.783 0.685 0.663
H: -3.212 -0.584 -0.168
H: -2.406 -1.870 1.095
H: -2.338 -2.187 -0.752
H: -0.075 -2.385 -0.714
H: 2.224 -0.996 -1.326
H: 2.922 -0.292 1.128
H: 1.408 -1.081 1.524
H: 2.382 1.342 -0.648
H: 1.061 0.997 -1.769
H: 0.869 2.094 1.117
H: -1.411 2.708 0.252
H: -1.125 1.725 -1.272
H: -1.152 0.648 1.666
N: 2.187 -1.104 0.808

Calculated values
* charge: 0
* multiplicity: 1

Q | ORCA calculation (ωB97M-V with the def2-TZVPD basis set) on C8H13N in the gas phase.

Atoms and positions in Å:
C: 2.375 -0.672 -0.693
C: 1.648 -0.020 0.567
C: 1.313 1.370 0.295
C: -0.167 0.855 -0.156
C: -1.626 1.470 -0.235
C: -2.443 0.472 -0.222
C: -2.155 -0.901 0.218
C: 0.052 -0.378 0.557
H: 2.594 -1.802 -0.361
H: 1.916 -0.457 -1.654
H: 3.446 -0.259 -0.666
H: 2.078 -0.353 1.456
H: 2.094 1.882 -0.415
H: 1.172 1.889 1.270
H: 0.147 0.569 -1.234
H: -1.982 2.451 -0.529
H: -3.620 0.607 -0.568
H: -2.473 -1.281 1.155
H: -2.865 -1.718 -0.271
H: -0.605 -2.347 -0.063
H: -0.098 -0.016 1.693
N: -0.803 -1.360 -0.145

Calculated values
* charge: 0
* multiplicity: 1

R | ORCA calculation (ωB97M-V with the def2-TZVPD basis set) on C8H13N in the gas phase.

Atoms and positions in Å:
C: -0.179 3.304 -0.396
C: -0.035 2.144 0.018
N: 0.813 0.820 1.788
C: -0.373 -1.942 -0.762
C: -1.419 -0.869 -0.545
C: 1.048 -1.464 -0.460
C: -1.083 -0.056 0.707
C: 1.163 0.068 -0.529
C: 0.183 0.758 0.511
H: -0.247 4.324 -0.750
H: 1.615 1.438 1.733
H: 0.135 1.222 2.438
H: -0.464 -2.293 -1.788
H: -0.587 -2.769 -0.093
H: -1.482 -0.194 -1.377
H: -2.466 -1.328 -0.526
H: 1.285 -1.811 0.556
H: 1.752 -1.924 -1.142
H: -1.918 0.636 0.955
H: -0.949 -0.740 1.537
H: 1.009 0.370 -1.558
H: 2.199 0.309 -0.318

Calculated values
* charge: 0
* multiplicity: 1

Preferred: R; penalty for the next structure: 0.666 eV.

P | ORCA calculation (ωB97M-V with the def2-TZVPD basis set) on C6H12N2O in the gas phase.

Atoms and positions in Å:
C: -1.392 0.950 -1.233
C: 0.044 1.467 -1.032
C: 0.482 1.317 0.400
C: -0.754 -0.705 1.153
C: -1.030 -2.038 1.390
C: 1.517 -0.788 0.454
H: -2.082 1.694 -0.759
H: -1.600 -0.139 -0.856
H: -1.721 1.195 -2.254
H: 0.082 2.525 -1.246
H: 1.165 -0.176 -1.763
H: -0.227 1.680 1.222
H: 1.479 1.724 0.688
H: -1.521 0.026 1.109
H: -0.434 -2.917 1.051
H: -1.997 -2.158 1.747
H: 2.369 -0.197 0.318
H: 2.510 -2.285 0.238
N: 0.373 -0.052 0.759
N: 1.599 -2.023 0.423
O: 1.136 0.896 -1.808

Calculated values
* charge: 0
* multiplicity: 1

Q | ORCA calculation (ωB97M-V with the def2-TZVPD basis set) on 2 unconnected molecules or ions with the total composition C6H12N2O.

Atoms and positions in Å:
C: 0.892 -1.262 -0.134
C: -0.353 -1.136 -0.646
C: 0.829 -0.842 -1.545
C: -0.354 1.768 0.612
C: 1.798 -2.025 0.730
C: -1.423 0.614 0.014
N: -2.324 0.282 1.052
N: 0.513 2.347 -0.377
O: -1.862 0.859 -1.122
H: -1.266 -1.683 -0.792
H: -2.013 0.422 2.004
H: -3.282 0.599 0.982
H: 0.005 2.467 -1.249
H: 1.316 1.746 -0.520
H: 1.089 0.183 -1.804
H: 1.119 -1.519 -2.343
H: 0.230 1.406 1.463
H: -1.064 2.539 0.924
H: 2.684 -1.443 0.989
H: 1.283 -2.437 1.597
H: 2.184 -2.883 0.167

Calculated values
* charge: 0
* multiplicity: 1

Preferred: P; penalty for the next structure: 1.319 eV.

P | ORCA calculation (ωB97M-V with the def2-TZVPD basis set) on C6H12N2O in the gas phase.

Atoms and positions in Å:
C: 1.220 1.210 0.151
C: -1.782 -0.550 -1.241
C: 1.082 -0.970 -1.075
C: -1.644 0.859 0.730
C: -1.014 0.100 -0.120
C: 0.486 -0.147 0.064
N: 0.794 -0.841 1.319
O: 2.581 1.041 0.432
N: -2.189 1.701 1.420
H: 2.632 0.351 1.109
H: 0.383 -0.351 2.107
H: 0.425 -1.785 1.308
H: -2.648 1.456 2.290
H: 1.150 1.741 -0.801
H: 0.736 1.826 0.925
H: -2.835 -0.286 -1.170
H: -1.693 -1.635 -1.197
H: -1.409 -0.213 -2.207
H: 0.664 -1.973 -1.096
H: 0.906 -0.488 -2.031
H: 2.155 -1.046 -0.919

Calculated values
* charge: 0
* multiplicity: 1

Q | ORCA calculation (ωB97M-V with the def2-TZVPD basis set) on C6H12N2O in the gas phase.

Atoms and positions in Å:
C: -2.589 -0.491 -0.611
C: 2.443 0.098 -0.378
C: 0.821 1.759 0.649
N: -1.593 0.073 0.286
C: -0.772 -0.726 1.333
C: 0.053 -0.545 -0.021
C: 1.011 0.456 -0.072
N: 0.070 -1.666 -0.833
O: -0.650 -0.309 2.456
H: -1.745 1.052 0.519
H: -0.046 -2.556 -0.374
H: 0.675 -1.623 -1.639
H: -3.581 -0.184 -0.275
H: -2.521 -1.577 -0.601
H: -2.430 -0.148 -1.635
H: 3.082 0.262 0.502
H: 2.844 0.730 -1.178
H: 2.579 -0.940 -0.678
H: 1.709 2.388 0.539
H: 0.658 1.593 1.728
H: -0.018 2.354 0.285

Calculated values
* charge: 0
* multiplicity: 1

R | ORCA calculation (ωB97M-V with the def2-TZVPD basis set) on C6H12N2O in the gas phase.

Atoms and positions in Å:
C: 1.578 0.639 -0.911
C: 0.175 0.328 -0.804
C: -1.407 -0.157 0.559
C: -0.598 -1.042 -0.398
C: -1.165 -1.963 -1.408
C: 0.840 2.019 2.151
H: 2.254 0.370 0.012
H: 2.213 0.275 -1.766
H: 1.531 1.865 -0.972
H: -0.446 0.846 -1.589
H: -1.638 -0.443 1.539
H: -2.332 0.123 0.139
H: -1.650 -1.339 -2.354
H: -1.821 -2.659 -0.773
H: -0.337 -2.723 -1.823
H: 0.475 -1.228 1.145
H: 1.431 1.982 3.071
H: 0.347 3.070 1.799
N: -0.376 0.978 0.487
N: 0.547 0.809 1.516
O: 0.378 -1.750 0.382

Calculated values
* charge: 0
* multiplicity: 1

S | ORCA calculation (ωB97M-V with the def2-TZVPD basis set) on C6H12N2O in the gas phase.

Atoms and positions in Å:
C: 1.318 -0.272 0.412
C: 0.431 -0.363 1.632
C: -0.579 1.639 0.339
C: -0.310 0.166 0.440
N: 2.276 0.815 0.344
N: -2.261 -0.242 -1.068
C: 0.008 -1.080 -1.573
C: -1.046 -0.785 -0.466
O: 0.335 -2.238 -1.862
H: 1.740 -1.243 0.157
H: 2.793 0.791 -0.533
H: 2.965 0.764 1.092
H: -2.968 -0.114 -0.347
H: -2.632 -0.926 -1.726
H: 0.215 -0.220 -2.231
H: 0.625 0.330 2.445
H: 0.200 -1.370 1.965
H: -1.243 -1.733 0.046
H: 0.127 2.087 -0.374
H: -1.595 1.856 0.008
H: -0.399 2.138 1.297

Calculated values
* charge: 0
* multiplicity: 1

Preferred: P; penalty for the next structure: 0.820 eV.